Record 1
45
Properties=species:S:1:pos:R:3:lowdin_charge:R:1 method="wB97M-V/def2-TZVPD" charge=0 homo_energy_ev=-8.6
Na 0.322 0.008 -0.607 0.33
N 1.725 -1.027 1.488 0.01
C 0.995 -1.431 2.670 -0.27
C 0.041 -0.312 3.077 -0.23
N -0.916 0.000 2.039 -0.07
C -2.102 -0.840 1.988 -0.21
C -2.065 -1.760 0.764 -0.26
N -1.895 -0.960 -0.428 0.01
H 2.367 -1.753 1.203 0.08
H 2.275 -0.204 1.698 0.07
H 1.642 -1.653 3.540 0.11
H 0.439 -2.335 2.427 0.10
H 0.643 0.581 3.258 0.12
H -0.446 -0.599 4.024 0.11
H -1.171 0.973 2.095 0.11
H -2.996 -0.210 1.916 0.12
H -2.186 -1.451 2.899 0.11
H -2.982 -2.377 0.740 0.11
H -1.206 -2.421 0.849 0.10
H -2.768 -0.519 -0.695 0.10
H -1.588 -1.538 -1.199 0.06
Br 0.054 2.041 -5.027 0.83
C -0.571 0.282 -5.357 -0.58
C -0.956 -0.047 -6.648 -0.13
C -1.425 -1.321 -6.911 -0.09
C -1.530 -2.249 -5.889 -0.08
C -1.109 -1.918 -4.616 -0.02
C -0.621 -0.648 -4.334 -0.16
C -0.147 -0.349 -2.928 -0.70
O 0.358 -1.307 -2.309 -0.07
O -0.297 0.792 -2.468 -0.08
H -0.890 0.681 -7.441 0.09
H -1.703 -1.594 -7.917 0.10
H -1.930 -3.233 -6.086 0.10
H -1.147 -2.634 -3.810 0.11
C 3.272 -0.254 -2.492 0.01
C 2.816 0.987 -1.784 -0.46
C 3.075 2.283 -2.486 -0.01
O 2.255 0.938 -0.710 0.02
H 3.784 -0.034 -3.423 0.08
H 2.387 -0.863 -2.691 0.07
H 3.912 -0.846 -1.843 0.09
H 4.115 2.363 -2.799 0.09
H 2.813 3.113 -1.839 0.09
H 2.449 2.319 -3.374 0.04

=====

Record 2
11
Properties=species:S:1:pos:R:3:lowdin_charge:R:1 method="wB97M-V/def2-TZVPD" charge=0 homo_energy_ev=-9.4
C 0.117 -1.154 1.038 -0.66
C 0.218 0.251 0.544 -0.20
C 0.995 0.687 -0.556 -0.08
C 1.084 2.095 -1.020 -0.22
H -2.388 -1.804 1.816 0.04
H -0.040 -0.959 2.141 0.09
H 0.856 -1.823 0.746 0.04
H -0.274 0.925 1.370 0.14
H 1.447 -0.110 -1.095 0.09
N 1.185 3.059 -1.633 0.13
S -1.399 -1.807 0.401 0.63

=====

Record 3
63
Properties=species:S:1:pos:R:3:lowdin_charge:R:1 method="wB97M-V/def2-TZVPD" charge=-1 homo_energy_ev=-3.2
Cs -0.697 2.698 -0.238 1.01
O 1.481 -2.757 -3.928 0.07
C 1.088 -1.817 -3.264 -0.30
C 1.928 -0.682 -2.746 -0.34
O 3.125 -0.502 -2.963 0.03
C 1.056 0.140 -1.908 -0.40
C -0.294 -0.327 -2.015 -0.37
O -1.291 0.237 -1.478 -0.24
C -0.319 -1.587 -2.775 -0.31
O -1.284 -2.316 -2.958 0.05
O 1.408 1.135 -1.196 -0.28
O -0.628 2.935 4.446 -0.06
N 0.158 2.950 3.285 -0.01
C 0.730 1.837 3.076 -0.19
C 0.702 0.599 3.905 -0.22
C 1.152 0.633 5.224 -0.04
C 1.253 -0.539 5.951 -0.08
C 0.909 -1.753 5.362 -0.08
C 0.448 -1.782 4.058 -0.08
C 0.325 -0.609 3.316 -0.31
P -0.346 -0.548 1.598 1.12
C -2.068 -1.124 1.859 -0.35
C -2.827 -1.374 0.707 -0.09
C -4.156 -1.751 0.817 -0.07
C -4.756 -1.862 2.066 -0.10
C -4.018 -1.593 3.207 -0.10
C -2.680 -1.229 3.104 -0.09
C 0.475 -2.000 0.858 -0.36
C -0.111 -3.252 0.707 -0.08
C 0.582 -4.274 0.072 -0.08
C 1.863 -4.054 -0.411 -0.08
C 2.458 -2.810 -0.258 -0.07
C 1.763 -1.785 0.367 -0.10
H -1.008 3.818 4.448 0.08
H 1.329 1.813 2.171 0.10
H 1.431 1.581 5.665 0.11
H 1.611 -0.513 6.973 0.10
H 1.000 -2.675 5.923 0.10
H 0.177 -2.726 3.599 0.11
H -2.380 -1.252 -0.277 0.09
H -4.719 -1.953 -0.086 0.11
H -5.796 -2.155 2.148 0.09
H -4.479 -1.670 4.184 0.09
H -2.118 -1.027 4.007 0.09
H -1.122 -3.429 1.052 0.10
H 0.104 -5.235 -0.071 0.10
H 2.384 -4.839 -0.945 0.10
H 3.433 -2.609 -0.683 0.11
H 2.199 -0.793 0.410 0.11
S -0.937 5.620 -5.345 1.02
C -1.105 5.476 -3.623 -0.48
N -0.352 4.616 -3.037 0.01
C 0.463 3.974 -3.967 -0.31
C 1.389 2.977 -3.665 0.01
C 2.094 2.393 -4.695 -0.04
C 1.900 2.808 -6.020 -0.08
C 1.000 3.808 -6.336 -0.10
C 0.279 4.385 -5.292 -0.49
H -1.825 6.090 -3.101 0.07
H 1.531 2.637 -2.643 0.08
H 2.783 1.588 -4.465 0.11
H 2.459 2.330 -6.814 0.10
H 0.851 4.124 -7.360 0.10

=====

Record 4
14
Properties=species:S:1:pos:R:3:lowdin_charge:R:1 method="wB97M-V/def2-TZVPD" charge=0 homo_energy_ev=-9.1
C 1.699 0.313 -0.940 0.00
C 0.306 -0.020 -0.500 -0.40
C -0.805 0.816 0.285 -0.17
C -1.172 -0.387 1.044 -0.15
C -0.283 -1.279 0.043 -0.16
O -0.466 -0.899 -1.312 0.01
H 2.265 0.703 -0.089 0.08
H 1.694 1.078 -1.725 0.09
H 2.207 -0.573 -1.336 0.09
H -1.131 1.496 1.170 0.12
H -1.567 1.103 -0.443 0.11
H -0.790 -0.535 2.047 0.08
H -2.191 0.417 1.544 0.18
H 0.233 -2.234 0.211 0.15

=====

Record 5
7
Properties=species:S:1:pos:R:3:lowdin_charge:R:1 method="wB97M-V/def2-TZVPD" charge=0 homo_energy_ev=-9.9
C 1.086 0.049 -0.002 -0.09
C 0.280 1.144 -0.003 -0.09
C 0.258 -1.101 -0.004 -0.23
N -0.972 0.933 -0.003 -0.11
N -0.814 -1.548 0.002 0.14
N -1.997 0.462 0.008 0.29
H 2.160 0.060 0.003 0.09

=====

Record 6
25
Properties=species:S:1:pos:R:3:lowdin_charge:R:1 method="wB97M-V/def2-TZVPD" smiles="C[C@@](O)(c1cncc(=O)[nH]1)n1cccn1" charge=0 homo_energy_ev=-8.8
C 0.303 0.860 -1.713 0.02
C -0.182 -0.196 -0.707 -0.42
O -0.661 -1.342 -1.263 0.06
C 1.259 -0.738 0.132 -0.11
C 1.884 -1.854 -0.126 -0.10
N 3.010 -2.165 0.624 0.09
C 3.432 -1.381 1.523 -0.07
C 2.762 -0.100 1.899 -0.45
O 2.938 0.677 2.809 0.06
N 1.698 0.125 1.085 0.17
N -1.168 0.251 0.207 -0.09
C -2.442 -0.233 0.437 -0.01
C -2.937 0.490 1.492 -0.06
C -1.935 1.378 1.846 -0.12
N -0.921 1.276 1.000 0.06
H -0.489 1.308 -2.301 0.09
H 0.723 1.697 -1.179 0.09
H 0.817 0.506 -2.598 0.09
H -0.303 -1.388 -2.101 0.07
H 1.468 -2.463 -0.843 0.08
H 4.332 -1.561 2.191 0.14
H 0.993 0.842 1.124 0.11
H -2.668 -1.038 -0.206 0.11
H -3.887 0.452 2.019 0.10
H -1.892 2.110 2.600 0.10

=====

Record 7
7
Properties=species:S:1:pos:R:3:lowdin_charge:R:1 method="wB97M-V/def2-TZVPD" smiles="N#CC=O.I" charge=0 homo_energy_ev=-10.3
N -1.381 0.798 -2.180 0.18
C -1.506 -0.156 -1.548 -0.14
C -1.666 -1.408 -0.828 -0.29
O -1.999 -1.559 0.275 0.14
H -1.461 -2.209 -1.387 0.08
I 2.254 0.002 0.006 0.45
H 1.504 0.684 -1.154 -0.42

=====

Record 8
127
Properties=species:S:1:pos:R:3:lowdin_charge:R:1 method="wB97M-V/def2-TZVPD" charge=-2 homo_energy_ev="0.2 / -0.2"
Ti 0.274 -0.833 0.620 0.26
C 1.583 0.502 -3.285 -0.07
C 0.872 0.606 -2.089 -0.15
N 1.088 -0.449 -1.302 -0.02
N 1.951 -1.243 -1.994 -0.01
C 2.256 -0.692 -3.180 -0.10
B 2.497 -2.559 -1.441 -0.54
N 1.322 -3.518 -1.161 -0.03
C 1.161 -4.805 -1.521 -0.10
C 0.052 -5.290 -0.854 -0.09
C -0.395 -4.201 -0.087 -0.20
N 0.379 -3.144 -0.282 0.02
N 3.171 -2.295 -0.082 -0.03
C 4.401 -2.643 0.330 -0.11
C 4.494 -2.352 1.674 -0.07
C 3.241 -1.815 2.004 -0.19
N 2.446 -1.789 0.936 -0.02
H 1.606 1.210 -4.094 0.09
H 0.272 1.429 -1.753 0.08
H 2.936 -1.181 -3.857 0.11
H 3.277 -3.059 -2.214 0.12
H 1.838 -5.280 -2.211 0.11
H -0.362 -6.283 -0.903 0.08
H -1.237 -4.145 0.582 0.09
H 5.114 -3.066 -0.359 0.11
H 5.338 -2.489 2.328 0.08
H 2.898 -1.462 2.959 0.05
Te 0.717 4.119 2.767 1.24
C 1.995 5.446 1.672 -0.54
C 1.574 6.659 1.139 -0.14
C 2.498 7.492 0.521 -0.18
N 3.792 7.205 0.401 0.03
C 4.197 6.041 0.919 -0.16
C 3.350 5.146 1.553 -0.13
C 0.597 2.496 1.469 -1.01
P 1.760 1.187 1.355 0.82
C 2.968 1.756 0.019 -0.32
C 4.137 1.066 -0.315 -0.12
C 4.988 1.513 -1.312 -0.10
C 4.684 2.664 -2.034 -0.11
C 3.504 3.338 -1.750 -0.10
C 2.657 2.875 -0.755 -0.12
C 2.926 1.329 2.790 -0.37
C 2.332 1.147 4.043 -0.19
C 3.075 1.123 5.212 -0.09
C 4.454 1.269 5.162 -0.11
C 5.064 1.476 3.932 -0.10
C 4.311 1.500 2.765 -0.10
P -0.956 1.761 1.034 0.90
C -2.201 2.403 2.242 -0.38
C -3.329 3.147 1.892 -0.10
C -4.273 3.510 2.845 -0.10
C -4.120 3.128 4.169 -0.12
C -3.015 2.364 4.530 -0.09
C -2.078 2.004 3.577 -0.14
C -1.482 2.769 -0.461 -0.35
C -1.308 4.149 -0.561 -0.11
C -1.625 4.831 -1.727 -0.10
C -2.106 4.143 -2.836 -0.11
C -2.269 2.768 -2.761 -0.09
C -1.956 2.091 -1.587 -0.13
H 0.540 6.964 1.217 0.08
H 2.188 8.440 0.096 0.09
H 5.252 5.820 0.810 0.10
H 3.731 4.218 1.962 0.08
H 4.397 0.161 0.228 0.09
H 5.889 0.954 -1.535 0.09
H 5.351 3.018 -2.810 0.08
H 3.242 4.234 -2.300 0.10
H 1.725 3.384 -0.536 0.08
H 1.255 1.057 4.103 0.02
H 2.576 0.973 6.159 0.10
H 5.044 1.237 6.068 0.09
H 6.136 1.618 3.877 0.09
H 4.807 1.688 1.828 0.08
H -3.467 3.457 0.866 0.09
H -5.126 4.111 2.553 0.09
H -4.845 3.429 4.914 0.09
H -2.882 2.053 5.556 0.10
H -1.222 1.405 3.864 0.03
H -0.919 4.698 0.289 0.06
H -1.477 5.902 -1.777 0.09
H -2.331 4.672 -3.754 0.09
H -2.624 2.214 -3.621 0.09
H -2.058 1.013 -1.546 0.09
C -3.115 -5.569 -2.697 -0.21
C -2.347 -4.577 -3.572 -0.46
Sb -2.122 -2.619 -2.622 1.51
C -0.964 -1.860 -4.302 -0.44
C -1.542 -2.081 -5.696 -0.20
C -4.038 -1.835 -3.387 -0.44
C -4.910 -2.726 -4.269 -0.21
H -3.222 -6.544 -3.184 0.06
H -4.120 -5.205 -2.469 0.05
H -2.609 -5.723 -1.743 0.04
H -2.850 -4.450 -4.530 0.02
H -1.337 -4.942 -3.767 0.04
H 0.020 -2.323 -4.208 0.04
H -0.828 -0.796 -4.104 0.03
H -1.664 -3.142 -5.919 0.05
H -0.887 -1.656 -6.464 0.06
H -2.519 -1.604 -5.799 0.05
H -3.786 -0.910 -3.914 0.03
H -4.605 -1.552 -2.501 0.01
H -4.432 -2.956 -5.222 0.05
H -5.865 -2.237 -4.490 0.06
H -5.140 -3.674 -3.780 0.05
Te -0.052 -1.365 3.345 0.92
C -1.023 -3.205 3.766 -1.01
C -0.765 -4.457 3.273 -0.29
C -1.626 -5.473 3.785 -0.23
C -2.535 -4.992 4.676 -0.47
S -2.333 -3.295 4.886 0.87
H 0.018 -4.640 2.550 0.08
H -1.571 -6.514 3.494 0.08
H -3.297 -5.528 5.220 0.04
C -3.770 -0.168 0.203 -0.06
C -2.745 -1.010 0.965 -0.58
C -3.318 -2.404 1.206 -0.06
O -1.515 -1.083 0.294 -0.50
H -4.738 -0.220 0.710 0.08
H -3.888 -0.548 -0.814 0.04
H -3.478 0.875 0.149 0.03
H -2.608 -0.532 1.943 0.08
H -3.451 -2.924 0.252 0.05
H -4.285 -2.329 1.710 0.08
H -2.655 -2.994 1.839 0.04

=====

Record 9
18
Properties=species:S:1:pos:R:3:lowdin_charge:R:1 method="wB97M-V/def2-TZVPD" charge=0 homo_energy_ev=-9.2
C -1.046 -1.561 1.979 -0.16
N -1.231 -0.468 1.202 0.01
C -0.661 -0.346 0.102 -0.42
C 0.271 -1.276 -0.584 -0.05
C -0.963 0.864 -0.710 -0.61
Cl -2.648 1.113 -0.943 0.72
C -0.150 1.770 -1.295 -0.12
C 1.289 1.957 -0.966 -0.26
N 1.859 1.101 -0.186 -0.44
Cl 3.418 1.582 0.254 0.58
H -1.991 -1.898 2.550 0.11
H -0.784 -2.444 1.301 0.09
H -0.278 -1.314 2.724 0.10
H 1.346 -1.130 -0.273 0.09
H 0.440 -1.193 -1.589 0.04
H -0.063 -2.375 -0.504 0.11
H -0.585 2.677 -1.812 0.11
H 1.776 2.939 -1.250 0.12

=====

Record 10
13
Properties=species:S:1:pos:R:3:lowdin_charge:R:1 method="wB97M-V/def2-TZVPD" charge=-1 homo_energy_ev="-4.2 / -5.2"
C -2.801 1.361 -1.192 -0.31
C -2.822 -0.751 0.170 -0.76
C 0.971 -0.271 0.490 -0.32
C -2.480 0.045 -1.095 -0.05
N -3.004 2.508 -1.221 0.09
O -2.095 -0.910 1.126 -0.01
O -3.978 -1.120 -0.117 0.00
O 2.217 -1.003 -1.751 -0.63
S 1.027 -0.188 -1.339 0.84
H 1.465 -1.185 0.801 0.04
H -0.073 -0.282 0.790 0.00
H 1.479 0.596 0.905 0.03
H -2.347 -0.540 -1.991 0.09

=====

Record 11
14
Properties=species:S:1:pos:R:3:lowdin_charge:R:1 method="wB97M-V/def2-TZVPD" charge=0 homo_energy_ev=-9.9
C 0.944 -0.465 -0.419 -0.22
C 2.064 -1.048 -1.242 -0.05
C -1.979 1.339 1.070 -0.15
N 0.522 -1.145 0.559 -0.17
O -0.270 -0.418 2.730 -0.45
O -2.004 -0.079 0.883 -0.44
S -0.764 -1.129 1.587 0.92
H 0.618 0.433 -0.744 0.08
H 1.806 -1.099 -2.301 0.08
H 2.876 -0.228 -1.092 0.12
H 2.337 -1.904 -0.758 0.04
H -2.950 1.565 0.817 0.05
H -1.194 1.774 0.375 0.09
H -1.767 1.663 2.162 0.11

=====

Record 12
34
Properties=species:S:1:pos:R:3:lowdin_charge:R:1 method="wB97M-V/def2-TZVPD" charge=-2 spin_multiplicity=3 homo_energy_ev="3.5 / -1.7" s_squared=2.007
C 1.777 -1.175 -0.704 -0.21
C 0.816 -2.118 -0.193 -0.21
C 0.657 -1.875 1.212 -0.19
C 1.504 -0.780 1.573 -0.20
C 2.183 -0.325 0.389 -0.21
Ti -0.044 0.084 -0.067 0.34
N 0.349 1.422 -1.257 -0.17
C -0.855 0.749 -2.035 -0.39
C -1.381 -0.534 -1.453 -0.30
H 0.051 -2.472 1.892 0.09
H 0.339 -2.914 -0.761 0.09
H 1.644 -0.380 2.576 0.09
H 2.946 0.449 0.343 0.09
H 2.189 -1.158 -1.712 0.09
H -1.145 -1.407 -2.064 0.02
H -1.655 1.506 -2.161 0.08
H 0.627 2.324 -1.619 0.02
H -2.440 -0.486 -1.185 0.02
H -0.477 0.580 -3.062 0.07
C -2.275 2.086 4.540 -0.21
C -2.231 2.760 3.169 -0.67
C -3.653 3.026 2.674 -0.20
C -1.475 4.086 3.267 -0.22
C -1.545 1.858 2.242 -0.17
C -0.967 1.069 1.504 -0.08
H -2.786 2.728 5.269 0.03
H -1.260 1.891 4.902 0.06
H -2.812 1.133 4.480 0.06
H -4.185 3.677 3.381 0.03
H -3.632 3.523 1.698 0.06
H -4.212 2.090 2.579 0.06
H -0.447 3.922 3.607 0.05
H -1.447 4.585 2.293 0.05
H -1.974 4.753 3.983 0.03

=====

The evaluated relative energy (zero: lowest compared OMol25 entry of this formula, charge and spin) for the records listed, in turn: 10.9 273.5 0.0 603.1 251.4 157.1 81.8 0.0 227.4 331.2 335.6 0.0 kJ/mol.